[1]
{"formula": "C34H38BF3FeO3", "method": "the ωB97M-V functional and the def2-TZVPD basis", "homo_lumo_gap_ha": [0.10924, 0.14552], "e_lumo_ha": [-0.005, -0.139], "charge": 0, "max_force_ev_per_a": 4.2, "spin_multiplicity": 5, "elements": ["C", "C", "C", "C", "C", "C", "O", "B", "C", "C", "C", "C", "C", "F", "F", "F", "C", "C", "C", "C", "C", "O", "H", "H", "H", "H", "H", "H", "H", "H", "H", "H", "H", "H", "H", "H", "H", "H", "H", "H", "H", "H", "H", "C", "O", "C", "C", "C", "C", "C", "C", "C", "C", "C", "C", "Fe", "C", "C", "C", "C", "C", "C", "C", "H", "H", "H", "H", "H", "H", "H", "H", "H", "H", "H", "H", "H", "H", "H", "H", "H"], "positions_angstrom": [[-0.010, 5.476, -1.619], [0.108, 4.091, -2.257], [0.305, 4.295, -3.747], [1.214, 3.120, -1.592], [2.262, 2.535, -2.492], [1.856, 3.708, -0.327], [0.461, 1.983, -1.141], [-0.852, 2.453, -1.116], [-1.590, 1.968, 0.142], [-0.766, 1.787, 1.265], [-1.280, 1.292, 2.454], [-2.620, 0.940, 2.508], [-3.081, 0.284, 3.777], [-3.111, 1.155, 4.828], [-4.317, -0.268, 3.671], [-2.226, -0.733, 4.149], [-3.481, 1.207, 1.445], [-2.967, 1.728, 0.261], [2.168, -1.088, 2.780], [2.645, 0.251, 3.278], [1.650, -0.503, 4.080], [-1.162, 3.421, -2.035], [0.935, 6.029, -1.682], [-0.765, 6.060, -2.162], [-0.332, 5.431, -0.572], [1.253, 4.810, -3.947], [0.288, 3.347, -4.292], [-0.498, 4.932, -4.135], [2.626, 3.233, -3.240], [3.095, 2.197, -1.873], [1.749, -1.512, 0.772], [2.563, 4.507, -0.573], [1.101, 4.098, 0.368], [2.399, 2.901, 0.177], [0.290, 2.020, 1.219], [-0.628, 1.186, 3.316], [-4.541, 0.989, 1.555], [-3.627, 1.939, -0.578], [2.899, -1.896, 2.823], [3.652, 0.285, 3.694], [2.300, 1.138, 2.727], [0.618, -0.162, 4.052], [2.010, -0.943, 5.008], [-3.034, -5.550, 3.579], [-3.206, -4.415, 2.694], [-2.072, -3.783, 2.281], [-2.249, -2.568, 1.567], [-1.165, -1.743, 1.395], [0.088, -2.101, 1.900], [1.260, -1.172, 1.721], [1.104, -1.532, -1.008], [-0.070, -2.222, -1.530], [0.408, -3.283, -2.405], [1.855, -3.242, -2.433], [2.305, -2.156, -1.574], [1.076, -1.444, -2.910], [-0.010, 0.065, -3.615], [-0.146, -1.145, -4.407], [1.181, -1.534, -4.851], [2.129, -0.553, -4.329], [1.387, 0.391, -3.535], [0.297, -3.372, 2.433], [-0.773, -4.226, 2.638], [-4.058, -5.796, 3.860], [-2.563, -6.392, 3.047], [-2.439, -5.288, 4.471], [-3.246, -2.290, 1.241], [-1.250, -0.803, 0.846], [0.863, -0.186, 1.460], [-1.107, -2.057, -1.258], [-0.199, -4.069, -2.850], [2.489, -3.988, -2.910], [3.330, -1.938, -1.300], [-0.832, 0.644, -3.184], [-1.092, -1.628, -4.662], [1.428, -2.353, -5.529], [3.205, -0.532, -4.528], [1.821, 1.442, -3.059], [1.317, -3.685, 2.655], [-0.624, -5.190, 3.117]], "atomic_forces_ev_per_a": [[-0.004, 0.151, 0.243], [0.174, 0.093, -0.278], [0.008, -0.060, -0.329], [-0.552, -0.295, 0.118], [1.247, 2.328, 0.838], [0.087, 0.213, -0.151], [-0.071, 1.129, -0.418], [-0.642, -1.417, 1.955], [0.623, 0.555, -1.887], [-0.096, -0.759, 1.661], [1.716, 0.739, -0.989], [-1.173, -1.287, 1.980], [0.153, 0.751, -1.509], [-0.071, -0.592, 0.169], [0.312, 0.090, 0.337], [-0.313, 0.201, 0.430], [-0.324, 0.370, -1.405], [-1.497, -0.514, 1.180], [2.537, -0.118, 3.223], [0.240, 0.526, -0.445], [0.043, -0.449, 0.327], [0.750, 0.339, -0.282], [-0.098, -0.119, 0.053], [0.137, -0.224, 0.089], [0.131, -0.064, -0.229], [-0.145, -0.121, 0.020], [0.061, 0.057, 0.059], [0.080, -0.183, 0.073], [0.065, -0.228, -0.369], [-0.006, -0.414, -0.247], [-0.198, 0.122, 0.719], [-0.065, -0.031, 0.087], [0.185, -0.120, -0.218], [-0.037, 0.121, -0.080], [-0.060, 0.064, -0.082], [-0.168, 0.064, -0.024], [0.121, 0.048, -0.121], [0.018, -0.044, 0.153], [-0.066, 0.164, 0.355], [-0.235, 0.171, -0.286], [0.295, -0.418, 0.322], [0.208, -0.177, 0.200], [-0.280, 0.129, -0.120], [-0.194, -0.010, -0.076], [1.973, 0.459, -0.447], [-1.358, -0.544, 0.952], [0.143, 0.679, -0.159], [-1.397, 0.034, -0.561], [1.257, 1.221, -0.747], [-2.645, -0.018, -3.215], [0.110, -1.715, -1.316], [0.909, -0.733, 0.888], [0.808, 0.167, 1.475], [-0.575, 0.118, 1.368], [-0.880, -0.669, 0.957], [-0.508, -1.169, -0.236], [0.024, -0.089, -0.829], [0.476, 1.157, -0.880], [-0.013, 1.457, -0.794], [-0.538, 0.107, -0.703], [-0.580, -0.285, -1.574], [-0.541, -1.969, 0.686], [1.107, 0.339, 0.193], [0.256, -0.128, 0.064], [-0.241, 0.333, 0.152], [-0.335, 0.034, -0.430], [0.143, -0.008, 0.015], [-0.114, -0.165, 0.320], [-0.114, -0.096, -0.033], [0.282, 0.229, -0.329], [0.116, 0.584, -0.275], [-0.172, 0.530, -0.206], [-0.172, 0.149, -0.279], [0.444, -0.457, 0.046], [0.503, 0.055, 0.264], [-0.107, 0.188, 0.518], [-0.536, -0.143, 0.283], [-0.242, -0.700, -0.143], [-0.370, 0.044, 0.155], [-0.008, 0.219, -0.230]], "lowdin_spin": [0.00, 0.00, 0.00, 0.04, 0.43, 0.02, 0.04, 0.09, 0.17, 0.06, 0.08, 0.18, 0.04, 0.02, 0.01, 0.02, 0.06, 0.10, 0.01, 0.00, 0.01, 0.03, 0.00, 0.00, 0.00, 0.00, 0.00, 0.00, 0.02, 0.01, 0.05, 0.00, 0.01, 0.00, 0.00, 0.01, 0.00, 0.00, 0.00, 0.00, 0.00, 0.00, 0.00, 0.01, 0.17, 0.21, 0.08, 0.05, 0.26, 0.10, 0.64, 0.06, 0.02, 0.01, 0.05, 0.14, 0.02, 0.01, 0.01, 0.02, 0.30, 0.10, 0.10, 0.00, 0.00, 0.00, 0.01, 0.00, 0.01, 0.00, 0.00, 0.00, 0.00, 0.00, 0.00, 0.00, 0.00, 0.10, 0.00, 0.00]}



[2]
{"formula": "C34H38BrIrN6O2S", "method": "the ωB97M-V functional and the def2-TZVPD basis", "homo_lumo_gap_ha": 0.23348, "e_lumo_ha": -0.254, "e_above_lowest_kj_mol": 0.0, "charge": 2, "max_force_ev_per_a": 0.3, "elements": ["Ir", "C", "C", "C", "C", "C", "C", "C", "Br", "C", "O", "C", "C", "C", "C", "C", "C", "H", "H", "H", "H", "H", "H", "H", "H", "H", "H", "H", "H", "H", "H", "H", "H", "H", "H", "H", "H", "N", "C", "N", "C", "N", "N", "C", "N", "C", "C", "C", "C", "C", "N", "H", "H", "H", "H", "H", "H", "H", "H", "O", "S", "C", "C", "C", "C", "C", "C", "C", "C", "C", "C", "C", "C", "H", "H", "H", "H", "H", "H", "H", "H", "H", "H"], "positions_angstrom": [[-0.302, 0.526, -2.434], [5.455, 1.732, 1.930], [4.492, 0.695, 2.525], [4.253, 1.036, 3.996], [5.126, -0.701, 2.444], [3.195, 0.700, 1.719], [3.227, 0.390, 0.362], [2.040, 0.382, -0.329], [2.089, -0.101, -2.198], [0.791, 0.677, 0.216], [-0.357, 0.555, -0.496], [0.746, 1.044, 1.571], [1.956, 1.012, 2.269], [-0.522, 1.417, 2.359], [-0.234, 2.650, 3.233], [-1.748, 1.771, 1.507], [-0.889, 0.224, 3.256], [6.388, 1.739, 2.495], [5.025, 2.735, 1.974], [5.702, 1.510, 0.891], [5.204, 1.012, 4.528], [3.589, 0.317, 4.479], [3.837, 2.038, 4.119], [6.052, -0.722, 3.021], [5.374, -0.978, 1.418], [4.456, -1.460, 2.852], [4.155, 0.152, -0.141], [1.922, 1.253, 3.320], [0.064, 3.502, 2.618], [0.545, 2.478, 3.973], [-1.138, 2.925, 3.777], [-1.530, 2.572, 0.796], [-2.533, 2.127, 2.176], [-2.136, 0.913, 0.961], [-0.081, -0.021, 3.947], [-1.104, -0.663, 2.656], [-1.776, 0.460, 3.847], [-3.376, -0.758, -3.137], [-3.415, 0.513, -2.757], [-4.598, 1.095, -2.643], [-4.611, 2.382, -2.307], [-5.777, 2.987, -2.144], [-3.493, 3.145, -2.126], [-2.376, 2.504, -2.247], [-2.239, 1.180, -2.516], [-1.107, 3.263, -2.167], [-1.080, 4.622, -1.946], [0.143, 5.278, -1.975], [1.287, 4.546, -2.242], [1.186, 3.182, -2.447], [0.011, 2.546, -2.403], [-4.262, -1.214, -3.285], [-2.524, -1.300, -3.080], [-6.631, 2.476, -2.294], [-5.806, 3.965, -1.915], [-2.012, 5.139, -1.768], [0.197, 6.345, -1.805], [2.259, 5.015, -2.290], [2.061, 2.583, -2.650], [-0.795, -1.496, -2.377], [-0.140, -2.413, -1.285], [0.060, -3.965, -2.087], [-1.032, -4.681, -2.571], [-0.799, -5.874, -3.228], [0.504, -6.340, -3.386], [1.583, -5.618, -2.899], [1.365, -4.413, -2.244], [-1.444, -2.744, -0.120], [-1.321, -3.854, 0.710], [-2.266, -4.050, 1.704], [-3.312, -3.148, 1.862], [-3.410, -2.039, 1.036], [-2.464, -1.821, 0.044], [-2.040, -4.317, -2.423], [-1.630, -6.450, -3.612], [0.676, -7.280, -3.894], [2.590, -5.991, -3.022], [2.194, -3.836, -1.854], [-0.511, -4.560, 0.582], [-2.189, -4.912, 2.352], [-4.050, -3.312, 2.636], [-4.220, -1.333, 1.168], [-2.515, -0.946, -0.585]], "atomic_forces_ev_per_a": [[-0.138, 0.055, 0.027], [0.006, -0.005, 0.011], [0.010, -0.002, -0.008], [0.002, 0.000, -0.005], [0.005, 0.011, 0.008], [-0.052, -0.007, -0.034], [0.045, 0.015, 0.069], [-0.106, -0.029, 0.084], [0.047, 0.036, 0.063], [0.247, 0.053, 0.087], [-0.212, -0.143, -0.195], [0.020, 0.043, -0.115], [0.078, -0.023, -0.033], [0.000, -0.024, 0.004], [-0.014, -0.011, 0.010], [0.012, 0.005, -0.020], [-0.004, -0.008, -0.015], [0.003, 0.003, -0.002], [-0.002, 0.001, 0.001], [0.000, -0.002, 0.000], [0.001, -0.001, 0.000], [0.000, 0.000, 0.000], [-0.002, 0.001, 0.000], [0.003, -0.002, 0.000], [-0.001, -0.002, 0.000], [-0.001, 0.000, -0.001], [0.007, 0.003, 0.006], [0.015, -0.010, -0.015], [0.003, 0.001, 0.002], [-0.027, 0.011, 0.012], [0.002, 0.000, 0.002], [0.011, 0.004, -0.011], [0.000, 0.009, -0.008], [-0.001, -0.006, -0.003], [0.013, 0.007, -0.006], [-0.003, 0.001, -0.004], [-0.007, -0.002, 0.003], [-0.025, 0.040, -0.003], [-0.013, -0.040, 0.031], [0.012, 0.010, -0.021], [-0.020, 0.002, 0.015], [0.016, -0.007, -0.004], [0.014, -0.004, -0.006], [0.018, 0.018, 0.023], [0.081, 0.012, -0.002], [-0.052, -0.008, -0.009], [0.002, 0.001, -0.004], [0.007, -0.023, -0.007], [-0.008, 0.029, 0.009], [0.033, -0.026, 0.005], [-0.029, -0.002, 0.006], [0.003, -0.010, -0.004], [0.004, -0.022, 0.001], [-0.002, -0.001, 0.000], [-0.001, 0.002, 0.001], [0.001, 0.000, 0.000], [0.001, 0.000, 0.003], [0.000, -0.001, -0.001], [-0.012, -0.008, 0.002], [0.020, 0.067, -0.049], [-0.009, -0.061, 0.113], [-0.038, 0.044, -0.021], [0.012, -0.005, 0.021], [0.007, 0.002, -0.002], [-0.009, 0.001, -0.009], [0.004, 0.001, 0.020], [0.010, -0.012, -0.004], [0.041, 0.013, 0.027], [-0.011, 0.016, -0.035], [0.000, -0.002, -0.013], [0.001, 0.002, 0.005], [-0.003, 0.002, -0.003], [-0.025, 0.000, -0.012], [-0.010, 0.002, 0.011], [-0.001, 0.000, 0.004], [0.000, 0.001, -0.001], [0.000, 0.001, -0.003], [0.001, 0.001, 0.000], [0.015, -0.017, -0.012], [0.002, -0.001, -0.002], [0.001, -0.001, 0.001], [0.000, 0.001, 0.002], [0.003, -0.003, 0.013]], "mulliken_charge": [3.00, -1.59, 1.82, -2.05, -1.60, -0.40, -0.77, 0.21, -0.10, 0.93, -0.61, -1.37, -0.35, 2.42, -1.88, -1.83, -1.54, 0.46, 0.36, 0.34, 0.44, 0.42, 0.42, 0.45, 0.34, 0.36, 0.56, 0.47, 0.41, 0.37, 0.49, 0.28, 0.65, 0.05, 0.31, 0.20, 0.45, -0.16, 0.59, -0.71, 0.36, -0.31, -0.63, -0.18, -0.73, 0.91, -0.31, -0.58, -0.83, -0.02, -0.27, 0.25, 0.26, 0.26, 0.25, 0.54, 0.50, 0.47, 0.50, -1.07, 0.99, 0.37, -0.35, -0.80, -0.47, -0.72, -0.21, 0.55, -0.78, -0.66, -0.69, -0.62, 0.28, 0.40, 0.43, 0.42, 0.44, 0.41, 0.53, 0.46, 0.43, 0.48, -0.08]}